# 1
# C31H26AsCaN13OS4Se2

A structure of composition C31H26AsCaN13OS4Se2 (wB97M-V/def2-TZVPD, the Open Molecules 2025 dataset).

Atoms and positions in Å:
1 Se 4.91671 -4.34224 -2.84565
2 Se -1.22139 5.22106 0.18875
3 As -4.22469 0.20576 -3.64155
4 Ca -1.47529 0.14336 -0.65765
5 S -3.28999 2.13436 -3.56405
6 S -3.55539 -1.03964 -2.01355
7 S -6.35239 0.39706 -3.58405
8 S -3.72039 -0.74434 -5.49835
9 O -1.06129 0.65676 5.21975
10 N 4.50151 -3.56194 -1.28955
11 N 2.33811 1.94256 -1.43795
12 N 0.70081 2.58426 1.45675
13 N 0.26111 3.44226 3.60785
14 N -2.89979 0.30066 1.18205
15 N 1.06541 2.28476 -1.60205
16 N -1.61599 2.42116 -0.45575
17 N 0.12241 -0.38584 -2.37405
18 N -0.33129 1.32876 3.13825
19 N -1.46729 -1.83874 0.53685
20 N 3.56701 -3.52424 -3.69655
21 N 1.05941 -0.49214 0.16965
22 N -2.01689 -1.82194 1.71025
23 C 1.76731 -1.98274 -3.12915
24 C 3.22101 -2.10524 0.87255
25 C 0.17931 2.46086 2.68275
26 C -0.22609 2.93236 4.85655
27 C 3.42931 -2.80354 -1.48305
28 C -4.65829 1.18166 2.53035
29 C -0.62429 1.47916 4.44795
30 C 1.21701 -4.84794 -0.40755
31 C 1.67831 -1.22554 -0.77435
32 C -0.49389 -3.29844 -1.06745
33 C 2.91471 -2.77754 -2.81505
34 C 2.53171 -1.39104 1.82455
35 C -4.58129 0.08556 3.38765
36 C -3.67049 -0.90414 3.11255
37 C -0.36369 -0.34394 -3.59105
38 C 1.05941 -4.46644 0.91905
39 C 3.15791 2.63436 -2.25475
40 C 1.05401 3.21136 -2.53495
41 C 0.09101 -1.16004 -4.63285
42 C 0.41671 -4.28224 -1.39065
43 C -1.51349 3.55506 -0.24885
44 C -3.79299 1.23306 1.44835
45 C -2.83589 -0.77914 1.98155
46 C 1.45661 -0.59494 1.41775
47 C 0.11981 -3.52294 1.26405
48 C 2.35751 3.48086 -2.98325
49 C 2.79811 -2.04334 -0.45455
50 C 1.15681 -1.99464 -4.38785
51 C 0.74631 4.77906 3.40445
52 C -0.64149 -2.88674 0.26695
53 C 1.17151 -1.18464 -2.11565
54 H 0.89531 -0.02224 2.14405
55 H -5.23279 0.01866 4.24985
56 H 0.12921 3.64936 -2.85205
57 H -0.40299 -1.13934 -5.59315
58 H -1.15719 0.37466 -3.76035
59 H 2.65621 4.19066 -3.72595
60 H 1.69141 -4.90684 1.67955
61 H -3.81509 2.07586 0.76745
62 H 1.97131 -5.57904 -0.66555
63 H 2.79671 -1.43814 2.86895
64 H 0.74281 3.51726 1.06765
65 H 0.20201 5.27656 2.59815
66 H 2.56741 1.20996 -0.78555
67 H -5.37359 1.97276 2.69905
68 H -1.13869 -2.85864 -1.81785
69 H 4.07201 -2.72804 1.10375
70 H -3.57459 -1.78394 3.72805
71 H -1.07649 3.49886 5.24065
72 H 1.81221 4.77466 3.16265
73 H -0.01569 -3.19704 2.28505
74 H 0.52241 -4.60464 -2.41815
75 H 0.59791 5.34726 4.31905
76 H 0.55631 2.90006 5.62215
77 H 1.53791 -2.65834 -5.14895
78 H 0.39571 1.88226 0.78815
79 H 4.21741 2.47756 -2.25185

Computed properties:
**Gap between HOMO and LUMO (alpha / beta)**: 4.46 / 3.94 eV
**Lowest unoccupied orbital energy (alpha / beta)**: 2.66 / 2.65 eV
**Net charge**: -2
**HOMO (alpha / beta)**: -1.80 / -1.30 eV

Need the Löwdin charges? In units of e they are: atom 1 (Se): 1.03, atom 2 (Se): 0.50, atom 3 (As): -0.70, atom 4 (Ca): 1.02, atom 5 (S): -0.19, atom 6 (S): -0.13, atom 7 (S): -0.03, atom 8 (S): -0.16, atom 9 (O): 0.04, atom 10 (N): -0.24, atom 11 (N): -0.01, atom 12 (N): 0.20, atom 13 (N): -0.10, atom 14 (N): -0.02, atom 15 (N): 0.03, atom 16 (N): -0.08, atom 17 (N): 0.02, atom 18 (N): 0.16, atom 19 (N): -0.14, atom 20 (N): -0.23, atom 21 (N): 0.08, atom 22 (N): 0.05, atom 23 (C): -0.11, atom 24 (C): -0.01, atom 25 (C): -0.41, atom 26 (C): -0.05, atom 27 (C): -0.35, atom 28 (C): -0.08, atom 29 (C): -0.49, atom 30 (C): -0.13, atom 31 (C): -0.17, atom 32 (C): -0.04, atom 33 (C): -0.34, atom 34 (C): -0.03, atom 35 (C): -0.10, atom 36 (C): -0.03, atom 37 (C): -0.13, atom 38 (C): -0.12, atom 39 (C): -0.12, atom 40 (C): -0.15, atom 41 (C): -0.01, atom 42 (C): -0.10, atom 43 (C): -0.99, atom 44 (C): -0.15, atom 45 (C): -0.37, atom 46 (C): -0.12, atom 47 (C): -0.05, atom 48 (C): -0.08, atom 49 (C): -0.10, atom 50 (C): 0.01, atom 51 (C): -0.06, atom 52 (C): -0.31, atom 53 (C): -0.18, atom 54 (H): 0.08, atom 55 (H): 0.09, atom 56 (H): 0.10, atom 57 (H): 0.10, atom 58 (H): 0.03, atom 59 (H): 0.08, atom 60 (H): 0.10, atom 61 (H): 0.10, atom 62 (H): 0.09, atom 63 (H): 0.11, atom 64 (H): 0.04, atom 65 (H): 0.01, atom 66 (H): 0.12, atom 67 (H): 0.09, atom 68 (H): 0.09, atom 69 (H): 0.11, atom 70 (H): 0.10, atom 71 (H): 0.13, atom 72 (H): 0.09, atom 73 (H): 0.10, atom 74 (H): 0.11, atom 75 (H): 0.08, atom 76 (H): 0.12, atom 77 (H): 0.11, atom 78 (H): 0.04, atom 79 (H): 0.10


# 2
# C16H21N3O3S

The molecule C16H21N3O3S (wB97M-V/def2-TZVPD, the Open Molecules 2025 dataset).

Atoms and positions in Å:
1 S 6.68841 0.33837 -0.48150
2 O -1.15181 -0.68857 1.70720
3 O 2.86549 -2.00096 -1.46171
4 O -1.30606 -2.29259 0.19896
5 N 1.80927 -0.82530 1.30075
6 N -3.94008 2.40237 -0.17722
7 N 0.61251 -1.13893 -1.35070
8 C -5.97070 1.13423 0.28690
9 C 2.02623 -1.30866 -0.95241
10 C -6.45431 -0.17881 0.51161
11 C 2.42948 -0.42534 0.09188
12 C -3.79400 0.05126 -0.50060
13 C -5.66481 -1.30581 0.26793
14 C -4.57832 1.18148 -0.09799
15 C -1.01014 -1.17627 0.46890
16 C 4.86170 0.63359 -0.36015
17 C -1.62876 -0.10684 -1.73322
18 C -2.83194 0.56369 -1.09103
19 C -0.35379 -0.23296 -0.70083
20 C -4.52756 -1.26134 -0.34693
21 C 7.53056 1.39624 0.74737
22 C -2.89741 1.97427 -1.07627
23 C 4.05257 -0.30726 0.52258
24 H 0.47400 -1.78885 -2.06444
25 H -7.45341 -0.36580 1.01792
26 H 0.10153 0.76202 -0.32037
27 H -6.10911 -2.20665 0.49864
28 H -1.78935 -1.31864 2.28032
29 H -3.91348 -2.12930 -0.17572
30 H 2.37639 -0.54071 2.18208
31 H 4.63757 0.10302 -1.38894
32 H 7.50119 0.99053 1.78640
33 H 1.99424 0.62809 -0.08568
34 H 4.70831 -1.29017 0.57812
35 H 4.00751 0.24747 1.61967
36 H -1.95735 2.66174 -1.03494
37 H 7.27715 2.60055 0.93782
38 H -1.77774 -1.20332 -1.99131
39 H 8.79600 1.14394 0.80024
40 H -1.28325 0.38555 -2.56246
41 H -6.55970 1.94478 0.66675
42 H -4.13457 3.28743 0.32570
43 H 1.55603 -2.01549 1.32772
44 H 4.78153 1.67798 -0.17105

Computed properties:
**Gap between HOMO and LUMO**: 8.07 eV
**SMILES**: CSCC[C@H](N)C(=O)N[C@@H](Cc1c[nH]c2ccccc12)C(=O)O
**Lowest unoccupied orbital energy**: 0.31 eV
**Net charge**: 0
**HOMO**: -7.76 eV

Need the Löwdin charges? In units of e they are: atom 1 (S): 0.74, atom 2 (O): 0.06, atom 3 (O): 0.11, atom 4 (O): 0.09, atom 5 (N): -0.01, atom 6 (N): 0.10, atom 7 (N): 0.10, atom 8 (C): 0.01, atom 9 (C): -0.45, atom 10 (C): -0.08, atom 11 (C): -0.38, atom 12 (C): -0.15, atom 13 (C): -0.16, atom 14 (C): -0.22, atom 15 (C): -0.54, atom 16 (C): -0.52, atom 17 (C): -0.04, atom 18 (C): -0.28, atom 19 (C): -0.14, atom 20 (C): 0.01, atom 21 (C): -0.52, atom 22 (C): -0.02, atom 23 (C): -0.20, atom 24 (H): 0.11, atom 25 (H): 0.12, atom 26 (H): 0.16, atom 27 (H): 0.08, atom 28 (H): 0.20, atom 29 (H): 0.10, atom 30 (H): 0.10, atom 31 (H): 0.10, atom 32 (H): -0.01, atom 33 (H): 0.15, atom 34 (H): 0.13, atom 35 (H): 0.14, atom 36 (H): 0.14, atom 37 (H): 0.09, atom 38 (H): 0.14, atom 39 (H): 0.11, atom 40 (H): 0.08, atom 41 (H): 0.09, atom 42 (H): 0.17, atom 43 (H): 0.21, atom 44 (H): 0.05


# 3
# C9H15F2N2O

The ion C9H15F2N2O with charge +1 (wB97M-V/def2-TZVPD, the Open Molecules 2025 dataset).

Atoms and positions in Å:
1 F 4.18351 -0.18662 0.73109
2 F 1.67312 -2.09718 -0.70071
3 O 0.93503 2.52175 -0.17216
4 N 2.15417 0.68813 -0.27258
5 N -0.80577 0.96029 0.53748
6 C 3.35148 -0.30121 -0.27504
7 C -1.02431 -1.42076 0.38789
8 C -0.10369 -0.27464 0.03708
9 C -2.31485 -1.11056 -0.33152
10 C -1.98737 1.24303 -0.24554
11 C -2.99044 0.17833 0.06044
12 C 1.94622 1.94131 -0.55462
13 C 1.34888 -0.18610 0.59871
14 C 2.29028 -1.31336 0.23700
15 H -1.80286 1.15576 -1.35642
16 H -2.32566 2.16318 -0.04080
17 H -0.98611 0.78102 1.50966
18 H -3.00037 -1.94048 -0.29632
19 H 2.64626 -1.89013 1.10320
20 H -0.05719 1.70385 0.38568
21 H -2.08000 -0.98356 -1.36275
22 H -3.87544 0.24230 -0.58619
23 H -3.18400 0.02455 1.10232
24 H 2.51483 2.39295 -1.36283
25 H -1.23380 -1.50408 1.44107
26 H 0.02797 -0.19137 -1.11445
27 H 4.00295 -0.26552 -1.16651
28 H 1.33928 0.01652 1.65311
29 H -0.64211 -2.34738 0.05367

Computed properties:
**Gap between HOMO and LUMO**: 11.84 eV
**SMILES**: O=CN1[C@@H]([C@H]2CCCC[NH2+]2)[C@@H](F)[C@@H]1F
**Lowest unoccupied orbital energy**: -2.71 eV
**Net charge**: +1
**HOMO**: -14.56 eV

Need the Löwdin charges? In units of e they are: atom 1 (F): 0.10, atom 2 (F): 0.05, atom 3 (O): 0.06, atom 4 (N): 0.07, atom 5 (N): 0.07, atom 6 (C): -0.16, atom 7 (C): -0.12, atom 8 (C): -0.19, atom 9 (C): -0.20, atom 10 (C): -0.13, atom 11 (C): -0.15, atom 12 (C): -0.23, atom 13 (C): -0.12, atom 14 (C): -0.18, atom 15 (H): 0.17, atom 16 (H): 0.10, atom 17 (H): 0.18, atom 18 (H): 0.13, atom 19 (H): 0.17, atom 20 (H): 0.06, atom 21 (H): 0.11, atom 22 (H): 0.14, atom 23 (H): 0.12, atom 24 (H): 0.17, atom 25 (H): 0.13, atom 26 (H): 0.20, atom 27 (H): 0.18, atom 28 (H): 0.17, atom 29 (H): 0.11


# 4
# C14H19BrOPd

A structure of composition C14H19BrOPd (wB97M-V/def2-TZVPD, the Open Molecules 2025 dataset).

Atoms and positions in Å:
1 Pd -0.90548 -0.76509 -0.60034
2 Br 1.52671 -2.79854 0.19263
3 O -0.10650 0.64749 0.79974
4 C -1.95254 0.19678 -2.10352
5 C 1.49207 1.98084 -1.71394
6 C 2.24924 0.12472 -2.87827
7 C 1.29587 0.04061 2.57141
8 C -1.28407 -0.95530 -2.61620
9 C -0.62806 1.49472 3.05833
10 C 2.88386 0.13666 -1.58829
11 C -2.68054 -1.63061 -0.85220
12 C -0.12643 0.34501 2.16236
13 C 2.37816 1.25808 -0.85702
14 C -1.72099 -2.08848 -1.83956
15 C -0.94641 -0.88386 2.49054
16 C -2.78190 -0.20545 -1.01625
17 C 1.39724 1.27569 -2.94502
18 H -0.92874 -1.05168 3.56878
19 H 1.95437 0.89056 2.32355
20 H -1.68884 1.71003 2.86696
21 H -1.99678 -0.76385 2.17741
22 H 3.52847 -0.65082 -1.19258
23 H -3.21155 0.50994 -0.27260
24 H 0.78138 1.56426 -3.81903
25 H -1.15606 -3.01626 -1.86656
26 H -0.05556 2.41762 2.88106
27 H 2.57606 1.45291 0.20087
28 H -3.01327 -2.21437 0.02502
29 H 2.39733 -0.62823 -3.64657
30 H -0.48143 -1.73696 1.96121
31 H -0.53128 1.22971 4.11941
32 H 1.62540 -0.83202 1.97292
33 H -1.67301 1.20769 -2.44918
34 H 1.35602 -0.16747 3.64987
35 H -0.46365 -0.94938 -3.35337
36 H 0.89093 2.85504 -1.41159

Computed properties:
**Gap between HOMO and LUMO (alpha / beta)**: 4.99 / 4.90 eV
**2S+1**: 3
**Lowest unoccupied orbital energy (alpha / beta)**: 5.41 / 5.32 eV
**Net charge**: -2
**HOMO (alpha / beta)**: 0.43 / 0.42 eV

Need the Löwdin charges? In units of e they are: atom 1 (Pd): 1.07, atom 2 (Br): -0.43, atom 3 (O): -0.31, atom 4 (C): -0.21, atom 5 (C): -0.24, atom 6 (C): -0.24, atom 7 (C): -0.10, atom 8 (C): -0.20, atom 9 (C): -0.08, atom 10 (C): -0.23, atom 11 (C): -0.25, atom 12 (C): -0.81, atom 13 (C): -0.22, atom 14 (C): -0.27, atom 15 (C): -0.11, atom 16 (C): -0.26, atom 17 (C): -0.28, atom 18 (H): 0.07, atom 19 (H): 0.07, atom 20 (H): 0.06, atom 21 (H): 0.06, atom 22 (H): 0.03, atom 23 (H): 0.11, atom 24 (H): 0.05, atom 25 (H): 0.08, atom 26 (H): 0.07, atom 27 (H): 0.05, atom 28 (H): 0.10, atom 29 (H): 0.04, atom 30 (H): 0.01, atom 31 (H): 0.06, atom 32 (H): -0.01, atom 33 (H): 0.11, atom 34 (H): 0.07, atom 35 (H): 0.10, atom 36 (H): 0.05


# 5
# C4H6Br4

A structure of composition C4H6Br4 (wB97M-V/def2-TZVPD, the Open Molecules 2025 dataset).

Atoms and positions in Å:
1 Br -1.04049 -2.46633 0.63058
2 Br 1.92334 -1.84812 -0.29732
3 Br 3.40777 1.55249 -0.33284
4 Br 2.08229 0.51647 2.35880
5 C 1.73012 0.97050 0.43697
6 C -2.08269 -0.03069 -0.65289
7 C 1.13111 -0.15547 -0.33966
8 C -1.12670 -0.62725 0.43803
9 H -1.75269 1.01450 -0.54419
10 H 1.05619 1.83196 0.22213
11 H -1.12042 -0.21794 1.48284
12 H -1.86218 -0.56642 -1.65870
13 H 0.74947 0.18273 -1.31852
14 H -3.09510 -0.15643 -0.42522

Computed properties:
**Gap between HOMO and LUMO**: 8.24 eV
**Lowest unoccupied orbital energy**: -0.40 eV
**Net charge**: 0
**HOMO**: -8.64 eV

Need the Löwdin charges? In units of e they are: atom 1 (Br): 0.66, atom 2 (Br): 0.65, atom 3 (Br): 0.61, atom 4 (Br): 0.56, atom 5 (C): -1.21, atom 6 (C): -0.16, atom 7 (C): -0.81, atom 8 (C): -0.68, atom 9 (H): 0.07, atom 10 (H): 0.05, atom 11 (H): 0.04, atom 12 (H): 0.11, atom 13 (H): 0.06, atom 14 (H): 0.04


# 6
# C6H13O4Yb

A structure of composition C6H13O4Yb (wB97M-V/def2-TZVPD, the Open Molecules 2025 dataset).

Atoms and positions in Å:
1 Yb -1.66736 -2.16214 -0.24560
2 O 2.12766 2.10893 0.72114
3 O -1.06389 -1.41209 -2.27016
4 O -0.06242 -1.19078 1.02123
5 O -1.92006 0.20259 -0.38506
6 C -0.72445 0.95159 0.27466
7 C -2.20523 0.58249 -1.70642
8 C 2.81002 1.19579 -0.04060
9 C 0.79443 -1.94325 1.86903
10 C -0.31005 0.14401 1.47402
11 C -1.56945 -0.37632 -2.67093
12 H 0.35694 -2.02121 2.87468
13 H -1.86508 1.60765 -1.92400
14 H -1.07575 0.13613 2.26506
15 H 0.89238 -2.94100 1.42863
16 H 0.61514 0.58594 1.88961
17 H -1.55190 -0.11016 -3.74183
18 H 1.77439 -1.44849 1.91981
19 H 2.53776 0.13183 0.18427
20 H 2.55462 1.25511 -1.12986
21 H -3.29398 0.56044 -1.88838
22 H 0.00611 0.93601 -0.54594
23 H 3.92242 1.26464 0.04183
24 H -1.08227 1.94229 0.58482

Computed properties:
**Gap between HOMO and LUMO (alpha / beta)**: 4.39 / 4.46 eV
**2S+1**: 2
**Lowest unoccupied orbital energy (alpha / beta)**: -1.10 / -1.06 eV
**Net charge**: 0
**HOMO (alpha / beta)**: -5.49 / -5.52 eV

Need the Löwdin charges? In units of e they are: atom 1 (Yb): 1.06, atom 2 (O): -0.43, atom 3 (O): -0.11, atom 4 (O): -0.42, atom 5 (O): -0.32, atom 6 (C): -0.05, atom 7 (C): -0.20, atom 8 (C): -0.46, atom 9 (C): -0.08, atom 10 (C): -0.18, atom 11 (C): -0.16, atom 12 (H): 0.10, atom 13 (H): 0.15, atom 14 (H): 0.14, atom 15 (H): 0.08, atom 16 (H): 0.13, atom 17 (H): 0.15, atom 18 (H): 0.10, atom 19 (H): 0.02, atom 20 (H): 0.03, atom 21 (H): 0.15, atom 22 (H): 0.12, atom 23 (H): 0.05, atom 24 (H): 0.15


| no. | F_max (eV/Å) | DFT total energy (Ha) |
| --- | --- | --- |
| 1 | 1.9 | -11293.25580 |
| 2 | 13.1 | -1410.19962 |
| 3 | 3.8 | -736.13131 |
| 4 | 10.5 | -3321.82538 |
| 5 | 4.0 | -10451.94919 |
| 6 | 1.5 | -1695.85196 |